One molecule with the formula C4H9FN2. Source: the OMol25 dataset; level of theory: ωB97M-V/def2-TZVPD.

XYZ file:
```
16
Properties=species:S:1:pos:R:3:forces:R:3
N -1.817 -0.481 0.373 -1.1 -0.2 -0.1
C -0.641 -0.375 -0.476 0.4 -0.3 -0.2
C -0.221 1.113 -0.649 0.4 -0.4 0.5
N 1.132 1.286 -0.056 0.4 -0.5 -1.4
C 1.199 0.209 0.931 0.3 0.3 0.2
C 0.560 -0.986 0.264 -0.2 0.0 -0.2
F 1.466 -1.479 -0.689 0.0 0.0 -0.1
H -2.208 -1.436 0.386 0.5 0.6 0.0
H -2.576 0.103 0.000 0.5 -0.2 0.2
H -0.756 -0.880 -1.447 0.1 0.1 0.1
H -0.925 1.710 -0.079 -0.1 0.3 0.0
H -0.216 1.416 -1.680 -0.1 0.2 -0.4
H 1.839 1.075 -0.808 -1.0 0.3 1.1
H 2.234 0.033 1.211 0.0 -0.1 0.2
H 0.624 0.519 1.812 0.1 -0.2 -0.1
H 0.305 -1.828 0.907 -0.1 0.1 0.1
```
Positions in Å, forces in eV/Å.

## Properties
Total charge   0
Frontier orbital gap   10.350 eV
Energy   -367.17933 a.u.

Results of the Löwdin charge analysis, in e, for atoms 1 through 4: number 1, N, carries 0.03; number 2, C, carries -0.35; number 3, C, carries -0.16; number 4, N, carries -0.05

---

A 5-piece molecular cluster, C39H84O8 overall. Source: the OMol25 dataset; level of theory: ωB97M-V/def2-TZVPD.

XYZ file:
```
131
Properties=species:S:1:pos:R:3:forces:R:3
C -3.069 0.517 -1.049 0.2 -0.2 -0.1
C -2.456 1.052 0.382 -0.5 0.8 -0.3
C -2.567 2.697 0.572 0.5 -0.1 0.7
C -1.130 3.396 0.202 0.1 -0.5 -0.3
C -0.739 3.357 -1.395 1.1 1.2 0.4
C 0.929 3.255 -1.445 -0.6 -0.9 0.0
C 1.316 1.690 -1.750 0.3 0.3 0.6
C 2.946 1.518 -1.854 0.5 0.3 -0.9
C 3.456 0.620 -3.139 0.1 0.5 -0.1
C 2.493 -0.655 -3.505 -0.3 -0.5 -0.6
C 3.369 -2.051 -3.759 0.8 1.1 0.4
C 3.135 -3.107 -2.527 0.3 0.7 0.2
C 2.215 -4.420 -2.913 1.8 -1.9 0.8
C 3.280 -5.709 -2.975 -1.5 -0.5 0.2
C 3.869 -6.135 -1.505 1.2 -0.8 -0.5
C 5.520 -5.900 -1.476 0.4 -0.6 0.0
O 5.932 -4.734 -0.679 -0.8 -1.8 0.7
C 5.867 -4.992 0.769 -0.1 1.3 0.9
O 1.645 -4.500 -4.299 -2.5 3.1 1.8
C 0.238 -4.012 -4.118 -2.8 2.9 -1.4
O -0.391 -2.975 -4.680 4.7 -7.0 3.4
C -0.284 -5.098 -2.971 2.1 0.8 -1.0
C 0.950 -4.798 -1.887 -2.2 -0.9 -0.5
O 0.478 -3.750 -0.968 0.0 -1.7 -0.5
C -0.502 -4.256 0.006 -0.4 0.6 1.6
C -1.676 -3.087 0.233 -0.9 -1.1 -1.2
C -2.773 -3.176 -1.028 0.7 0.6 -0.2
C -2.553 -3.300 1.599 -0.2 0.3 0.1
C -1.828 -2.817 2.985 -1.1 0.8 0.3
C -0.398 -2.041 2.799 -0.2 -0.1 0.3
C -2.851 -1.716 3.720 1.0 0.3 0.7
H -4.134 0.038 -0.911 2.1 0.9 -0.2
H -2.333 -0.325 -1.460 -1.8 1.9 0.6
H -3.202 1.395 -1.846 0.5 -2.0 1.8
H -1.314 0.764 0.454 -2.4 0.4 0.0
H -3.085 0.572 1.246 1.4 0.8 -1.6
H -3.492 3.145 -0.004 2.0 -0.9 1.0
H -2.759 2.890 1.718 0.3 -0.3 -2.3
H -1.023 4.516 0.576 -0.4 -2.4 -0.7
H -0.288 2.760 0.758 -1.8 1.4 -1.0
H -1.265 2.512 -2.011 1.2 1.4 1.4
H -1.002 4.376 -1.909 0.2 -1.9 1.0
H 1.385 3.589 -0.394 -1.0 -0.7 -2.4
H 1.385 3.944 -2.293 -0.9 -1.5 1.6
H 0.730 1.369 -2.723 1.4 0.5 1.9
H 0.944 0.995 -0.861 0.5 1.5 -1.9
H 3.451 1.066 -0.890 -1.4 0.9 -1.8
H 3.413 2.598 -2.003 -0.9 -2.2 0.4
H 4.582 0.327 -2.903 -2.4 0.3 -0.5
H 3.512 1.287 -4.125 -0.2 -1.3 2.2
H 1.872 -0.346 -4.475 1.4 -0.9 2.1
H 1.683 -0.912 -2.687 1.7 0.8 -1.5
H 3.230 -2.497 -4.832 0.0 0.7 2.2
H 4.509 -1.704 -3.698 -2.4 -0.9 -0.2
H 2.692 -2.507 -1.595 0.7 -1.4 -2.1
H 4.221 -3.448 -2.172 -2.6 0.3 -0.8
H 2.619 -6.620 -3.368 1.5 1.9 0.7
H 4.131 -5.507 -3.785 -1.9 -0.3 1.9
H 3.336 -5.611 -0.594 1.2 -0.9 -1.9
H 3.730 -7.309 -1.378 0.1 2.5 -0.2
H 6.100 -6.859 -1.067 -1.4 1.9 -0.7
H 5.940 -5.733 -2.572 -1.0 -0.1 2.3
H 6.897 -5.367 1.186 -2.0 0.4 -0.9
H 4.982 -5.684 1.098 1.7 1.1 -0.8
H 5.663 -3.933 1.281 0.5 -2.3 -1.2
H 0.043 -6.121 -3.439 -1.2 1.8 0.8
H -1.388 -5.027 -2.589 2.4 0.0 -0.8
H 1.050 -5.808 -1.282 0.5 2.1 -1.2
H 0.085 -4.452 1.026 -1.3 0.4 -2.1
H -1.001 -5.277 -0.276 0.9 1.9 0.1
H -1.173 -2.032 0.121 -0.9 -2.1 0.6
H -3.092 -4.280 -1.273 0.4 2.1 0.7
H -2.239 -2.744 -1.981 -1.1 -0.9 1.7
H -3.715 -2.479 -0.803 2.1 -1.7 -0.5
H -3.538 -2.643 1.477 2.1 -1.4 0.1
H -2.931 -4.423 1.738 1.0 2.3 -0.6
H -1.802 -3.741 3.711 0.4 1.8 -1.4
H 0.386 -2.588 2.125 -1.6 0.9 1.3
H 0.081 -1.931 3.876 -1.0 0.0 -2.3
H -0.629 -0.993 2.290 0.6 -2.1 1.3
H -3.354 -0.985 2.943 0.9 -1.7 1.5
H -3.641 -2.238 4.425 1.4 1.1 -1.7
H -2.177 -1.023 4.418 -1.5 -1.5 -1.4
C -5.137 2.858 4.304 0.3 0.0 0.2
C -5.497 3.544 2.996 -0.5 -0.4 0.3
C -6.914 4.096 3.031 -0.1 0.3 -0.2
O -5.380 2.611 1.925 0.0 -0.2 -0.2
H -5.803 2.010 4.498 -0.1 0.1 0.0
H -4.119 2.456 4.259 -0.1 0.1 0.0
H -5.202 3.554 5.146 0.0 -0.1 -0.1
H -4.790 4.358 2.800 0.0 -0.2 -0.2
H -7.643 3.292 3.180 0.1 0.0 0.1
H -7.163 4.576 2.079 0.1 0.0 0.2
H -7.032 4.829 3.835 0.0 -0.1 -0.1
H -6.004 1.885 2.090 0.2 0.3 0.0
C -2.962 6.050 -5.615 0.2 -0.1 -0.3
C -2.739 5.519 -4.208 -0.4 0.5 -0.1
C -4.028 5.532 -3.400 -0.1 -0.3 0.3
O -1.762 6.320 -3.549 0.2 0.1 0.1
H -3.312 7.088 -5.591 -0.1 -0.1 0.1
H -2.024 6.046 -6.180 -0.1 -0.1 0.1
H -3.698 5.445 -6.153 0.1 0.1 0.0
H -2.347 4.497 -4.257 0.1 0.2 0.1
H -4.416 6.551 -3.298 0.0 0.0 -0.2
H -3.850 5.159 -2.386 0.0 0.0 -0.2
H -4.796 4.911 -3.872 0.0 0.1 0.1
H -2.102 7.229 -3.501 0.1 -0.4 0.0
C 3.630 7.693 -0.389 0.0 0.2 0.3
C 3.953 6.208 -0.413 -0.3 0.2 -0.5
C 4.555 5.794 -1.747 0.3 -0.2 -0.1
O 2.761 5.462 -0.181 0.0 0.0 0.2
H 2.896 7.948 -1.162 0.1 -0.1 0.0
H 3.186 7.975 0.572 0.1 -0.1 -0.1
H 4.530 8.296 -0.549 -0.1 0.0 0.0
H 4.652 5.970 0.396 -0.2 -0.1 0.0
H 3.854 5.981 -2.568 0.0 0.1 0.1
H 4.771 4.720 -1.754 0.0 0.2 0.1
H 5.482 6.339 -1.948 -0.1 -0.1 0.0
H 2.135 5.667 -0.895 0.3 -0.1 0.3
C 1.536 -4.101 8.192 0.3 -0.1 0.1
C 1.215 -2.943 7.261 -0.5 -0.4 0.2
C -0.055 -2.224 7.688 -0.1 0.4 0.0
O 1.055 -3.435 5.933 0.0 0.0 -0.3
H 0.732 -4.845 8.184 0.0 0.2 0.0
H 2.446 -4.616 7.865 -0.1 0.1 0.1
H 1.681 -3.753 9.219 0.0 -0.1 -0.1
H 2.052 -2.236 7.250 -0.1 -0.1 -0.2
H -0.916 -2.902 7.662 0.1 -0.1 0.1
H -0.281 -1.401 7.001 0.1 -0.1 0.1
H 0.042 -1.820 8.700 -0.1 0.0 -0.1
H 0.315 -4.063 5.933 0.3 0.3 0.0
```
Positions in Å, forces in eV/Å.

## Properties
Total charge   0
Frontier orbital gap   10.125 eV
Energy   -2137.76042 a.u.

Results of the Löwdin charge analysis, in e, for atoms 1 through 4: number 1, C, carries -0.14; number 2, C, carries -0.23; number 3, C, carries -0.22; number 4, C, carries -0.21